(1)
This record from the Open Molecules 2025 dataset describes a molecular structure, C25H27AsBrFO2PtS. The level of theory is ωB97M-V/def2-TZVPD.

Geometry as XYZ:
```
59
Properties=species:S:1:pos:R:3:lowdin_charge:R:1
Pt -0.48473 -0.17093 -1.71264 0.792
O 3.50854 0.23475 -2.61449 0.008
C 2.53114 0.56372 -1.94383 -0.661
O 1.67675 -0.23265 -1.41353 -0.251
C 2.35818 2.01929 -1.54626 -0.188
C 3.40262 2.62124 -0.85746 -0.065
C 3.28508 3.91143 -0.35294 -0.129
C 2.10322 4.60830 -0.56098 -0.131
C 1.06066 4.02040 -1.26389 -0.154
C 1.15450 2.72086 -1.76728 -0.642
S -0.16242 1.99718 -2.68551 0.514
H 4.31701 2.05458 -0.72020 0.110
H 4.10309 4.36403 0.19679 0.080
H 1.98705 5.61586 -0.17432 0.083
H 0.13552 4.56190 -1.42493 0.087
Br -7.19711 -0.05441 -2.08559 0.599
C -5.27946 -0.06972 -1.98001 -0.716
C -4.66169 -0.27650 -0.76008 -0.164
C -3.27503 -0.29426 -0.70424 -0.149
C -2.45237 -0.09764 -1.82972 -0.386
C -3.14469 0.13323 -3.03374 -0.135
C -4.52975 0.14078 -3.12301 -0.167
H -5.25275 -0.42763 0.13524 0.085
H -2.80192 -0.45752 0.25937 0.076
H -2.57073 0.32195 -3.93408 0.078
H -5.02140 0.30502 -4.07431 0.084
C -0.18115 -1.89322 3.90893 -0.210
C -0.09350 -0.44401 3.44793 -0.473
As 0.49191 -0.29434 1.53938 1.243
C 2.40359 -0.72440 1.83136 -0.430
C 3.22343 0.23684 2.67878 -0.184
C 0.58656 1.67507 1.57212 -0.441
C -0.75524 2.30211 1.21088 -0.189
H -0.57778 -1.98481 4.92564 0.051
H 0.80089 -2.37281 3.89846 0.048
H -0.82510 -2.47570 3.24563 0.055
H 0.56710 0.13534 4.10125 0.043
H -1.07936 0.02806 3.48972 0.046
H 2.81188 -0.81055 0.82321 0.045
H 2.41423 -1.73016 2.26181 0.045
H 3.17512 1.25391 2.28639 0.049
H 4.27911 -0.05316 2.69740 0.057
H 2.87379 0.26485 3.71508 0.050
H 1.35234 1.97819 0.85806 0.037
H 0.90834 1.99345 2.56871 0.055
H -1.08533 1.97542 0.22231 0.024
H -0.68192 3.39282 1.19312 0.058
H -1.53366 2.02826 1.93136 0.052
F -0.04819 -6.33927 -1.08655 -0.017
C -0.21884 -4.97903 -1.21558 -0.317
C -1.25541 -4.36691 -0.55212 -0.058
C -1.40982 -2.98775 -0.68829 -0.139
C -0.56691 -2.19101 -1.46842 -0.323
C 0.47683 -2.88791 -2.11594 -0.126
C 0.65608 -4.26221 -2.00322 -0.052
H -1.92532 -4.95548 0.06443 0.097
H -2.23503 -2.52824 -0.15721 0.065
H 1.18667 -2.32843 -2.71209 0.081
H 1.47540 -4.76821 -2.50090 0.100
```

Total charge: -2
Energy above the lowest of the compared OMol25 structures with the same formula, charge and spin in kcal per mole: 12.9
HOMO-LUMO gap in eV: 5.441
LUMO level in eV: 4.1
E_tot in eV: -178141.130


(2)
This record from the Open Molecules 2025 dataset describes C5H8O in the gas phase. The level of theory is ωB97M-V/def2-TZVPD.

Geometry as XYZ:
```
14
Properties=species:S:1:pos:R:3:lowdin_charge:R:1
C 1.36813 0.28448 0.65297 -0.031
C 0.04672 0.16928 -0.06586 -0.452
C -0.32712 -1.12511 -0.75562 -0.088
C -0.99316 -0.75874 0.52741 -0.089
C -0.50616 1.41691 -0.65145 -0.219
O -0.01517 2.51291 -0.51381 0.059
H 1.79816 -0.70929 0.81806 0.085
H 2.07107 0.87957 0.06544 0.085
H 1.24494 0.76782 1.62764 0.090
H -0.90903 -1.06456 -1.67317 0.104
H 0.41031 -1.92276 -0.75096 0.107
H -0.69348 -1.24854 1.44582 0.109
H -2.04439 -0.48243 0.50212 0.106
H -1.45082 1.28046 -1.22858 0.135
```

Structure (SMILES): CC1(C=O)CC1
Energy above the lowest of the compared OMol25 structures with the same formula, charge and spin in kcal per mole: 23.7
HOMO-LUMO gap in eV: 10.776
LUMO level in eV: 1.0
E_tot in eV: -7361.227


(3)
This record from the Open Molecules 2025 dataset describes C6H12O in the gas phase in a non-equilibrium geometry. The level of theory is ωB97M-V/def2-TZVPD.

Geometry as XYZ:
```
19
Properties=species:S:1:pos:R:3:lowdin_charge:R:1
C -1.41608 -1.57358 -1.95124 -0.085
C -0.72018 -1.47057 -0.63045 -0.239
O -0.87994 -0.30708 0.09293 -0.133
C 0.24962 0.35588 -0.42002 -0.229
C -0.00495 2.10738 0.91558 0.028
C 1.01595 1.11918 0.74218 -0.417
C 1.33026 0.18419 1.89840 -0.064
H -1.21102 -0.71208 -2.59666 0.074
H -2.51032 -1.63167 -1.82767 0.082
H -1.09787 -2.47933 -2.47743 0.076
H 0.81568 -0.60874 -0.83676 0.156
H -0.70528 -2.36664 -0.00475 0.114
H 0.00416 1.00646 -1.26998 0.123
H -0.84798 1.91920 1.57132 0.072
H -0.01540 3.01139 0.31642 0.063
H 1.92388 1.50982 0.26867 0.138
H 1.96727 -0.64638 1.57545 0.081
H 1.84838 0.73127 2.69179 0.078
H 0.40609 -0.23163 2.30935 0.081
```

Energy above the lowest of the compared OMol25 structures with the same formula, charge and spin in kcal per mole: 122.2
HOMO-LUMO gap (alpha / beta) in eV: 8.189 / 8.435
LUMO level (alpha / beta) in eV: 0.7 / 0.9
E_tot in eV: -8459.056


(4)
This record from the Open Molecules 2025 dataset describes a gas-phase ion, C5H7N2 (charge +1) in a non-equilibrium geometry. The level of theory is ωB97M-V/def2-TZVPD.

Geometry as XYZ:
```
14
Properties=species:S:1:pos:R:3:lowdin_charge:R:1
C 1.16038 -1.61811 -0.49984 -0.032
C 1.85411 -0.87891 0.36722 -0.018
C -0.11135 0.38161 0.31110 -0.138
C -2.05310 1.89945 0.23995 0.131
C -0.06578 -0.91033 -0.83963 -0.016
N -1.24675 0.97165 0.55215 0.137
N 1.03208 0.15173 0.93264 0.129
H 1.50720 -2.46473 -0.97159 0.105
H 2.81002 -0.98834 0.72141 0.106
H -2.97013 2.23109 0.66507 0.097
H -1.98015 2.57790 -0.56401 0.091
H -0.17986 -0.46106 -1.80091 0.119
H -0.93868 -1.50159 -0.93312 0.112
H 1.18202 0.60964 1.81956 0.177
```

Total charge: +1
Structure (SMILES): C=NC1=[NH+]C=CC1
Energy above the lowest of the compared OMol25 structures with the same formula, charge and spin in kcal per mole: 82.0
HOMO-LUMO gap in eV: 9.048
LUMO level in eV: -4.6
E_tot in eV: -8269.219


(5)
This record from the Open Molecules 2025 dataset describes C9H16N6O2 in the gas phase in a non-equilibrium geometry. The level of theory is ωB97M-V/def2-TZVPD.

Geometry as XYZ:
```
33
Properties=species:S:1:pos:R:3:lowdin_charge:R:1
N 0.28152 -1.84993 0.73719 0.163
N -1.96898 0.70893 -0.88865 0.115
O 2.76403 0.39883 -0.29740 0.021
O 2.44437 -0.66281 1.53735 0.022
C -0.29031 -2.48006 -0.20507 -0.517
C -1.73343 0.65397 0.40315 -0.476
N -0.52610 -3.78724 -0.05052 0.150
N -2.76207 0.93766 1.26498 0.146
N -0.42074 -1.86913 -1.41371 0.118
N -0.58358 0.29085 0.99095 0.014
C 0.01386 1.32958 1.80697 -0.134
C 1.45107 1.48601 1.35950 -0.065
C -0.17710 1.86328 -2.14246 -0.037
C 1.77097 0.18359 0.66489 -0.533
C 0.16766 -0.54768 -1.30349 -0.164
C -0.82030 0.50105 -1.81633 -0.326
C 0.42901 -0.45744 0.22528 -0.244
H 3.59974 0.23429 0.19018 0.126
H 1.77785 -1.34690 1.75206 0.085
H -0.18361 -4.12542 0.83954 0.107
H -0.31073 -4.36570 -0.85086 0.105
H -2.69708 0.35160 2.07553 0.098
H -3.64746 0.96168 0.79978 0.091
H -1.34860 -1.97455 -1.77507 0.136
H -0.54266 2.28998 1.70537 0.136
H -0.04626 0.97731 2.82617 0.116
H 2.09435 1.69617 2.21143 0.130
H 1.49587 2.32276 0.65070 0.118
H 0.46743 2.24194 -1.37143 0.055
H -0.97906 2.58555 -2.28801 0.077
H 0.41691 1.81761 -3.05196 0.077
H 1.14634 -0.50642 -1.84891 0.163
H -1.28290 0.14066 -2.73713 0.126
```

Structure (SMILES): C[C@@H]1N=C(N)N2CCC(O)(O)[C@@]23N=C(N)N[C@@H]13
Energy above the lowest of the compared OMol25 structures with the same formula, charge and spin in kcal per mole: 1.3
HOMO-LUMO gap in eV: 9.166
LUMO level in eV: 0.8
E_tot in eV: -22628.566


(6)
This record from the Open Molecules 2025 dataset describes a molecular structure, C27H36N2O4OsSeTe in a non-equilibrium geometry. The level of theory is ωB97M-V/def2-TZVPD.

Geometry as XYZ:
```
72
Properties=species:S:1:pos:R:3:lowdin_charge:R:1
Os 0.84020 0.10345 -0.14715 1.180
C -5.13470 -3.28055 -1.40585 -0.050
C -4.31200 -3.63075 -0.14715 -0.537
C -5.13470 -3.28065 1.11165 -0.045
C -4.10670 -5.16275 -0.14725 -0.067
C -2.99890 -2.83035 -0.14715 -0.130
C -1.74390 -3.43835 -0.14715 -0.008
C -0.61380 -2.64175 -0.14715 -0.131
N -0.64080 -1.29565 -0.14715 -0.137
C -1.84380 -0.65405 -0.14715 -0.183
C -3.02280 -1.41745 -0.14715 0.044
C -1.84500 0.86195 -0.14715 -0.201
C -3.02780 1.62295 -0.14715 0.050
C -3.00330 3.03185 -0.14725 -0.157
C -1.74390 3.63995 -0.14715 -0.034
C -0.61250 2.84795 -0.14715 -0.103
N -0.64100 1.50275 -0.14715 -0.154
C -4.27790 3.89275 -0.14725 -0.544
C -4.29900 4.78735 -1.40575 -0.052
C -4.29900 4.78745 1.11115 -0.050
C -5.58880 3.07435 -0.14715 -0.070
H -6.06050 -3.86625 -1.44855 0.086
H -4.56560 -3.48915 -2.31965 0.091
H -5.42330 -2.22405 -1.43245 0.077
H -6.06040 -3.86635 1.15425 0.086
H -5.42320 -2.22415 1.13825 0.078
H -4.56550 -3.48925 2.02535 0.096
H -5.06810 -5.69035 -0.14725 0.086
H -3.55650 -5.49615 0.74045 0.090
H -3.55650 -5.49605 -1.03495 0.086
H -1.61220 -4.51375 -0.14715 0.116
H 0.38020 -3.07985 -0.14715 0.111
H -3.98790 -0.92645 -0.14715 0.101
H -3.98350 1.11805 -0.14725 0.093
H -1.62800 4.71855 -0.14725 0.110
H 0.38080 3.28705 -0.14715 0.118
H -3.45550 5.48595 -1.43175 0.077
H -5.21450 5.38895 -1.44785 0.086
H -4.25440 4.18325 -2.31975 0.091
H -3.45550 5.48605 1.13705 0.078
H -4.25430 4.18345 2.02525 0.093
H -5.21450 5.38905 1.15325 0.086
H -5.66620 2.43605 -1.03515 0.086
H -6.46570 3.73295 -0.14725 0.086
H -5.66620 2.43605 0.74075 0.087
O 1.92890 -1.69825 3.75465 -0.474
Se 1.13570 -1.64985 2.31385 0.897
O 2.20800 -2.31295 1.25645 -0.579
O 0.84020 0.10345 1.84935 -0.661
O -0.35320 -2.72235 2.41135 -0.470
C 10.06520 0.11965 -0.11055 -0.054
C 8.56430 0.11685 -0.11685 -0.264
C 7.84210 0.60245 0.97795 -0.003
C 6.43850 0.59885 0.96985 -0.315
C 5.69950 1.13065 2.16875 -0.100
C 5.74270 0.09915 -0.15675 -0.441
Te 3.59340 0.10345 -0.14715 1.182
C 6.47620 -0.39295 -1.26635 -0.308
C 5.82570 -0.94405 -2.50875 -0.088
C 7.87860 -0.37685 -1.22995 -0.014
H 10.47000 0.53915 0.83505 0.083
H 10.44060 0.73435 -0.95565 0.092
H 10.44060 -0.91935 -0.22215 0.093
H 8.37530 0.98505 1.84035 0.115
H 6.39460 1.48205 2.96085 0.087
H 5.06270 0.33165 2.60305 0.085
H 5.06270 1.98885 1.86805 0.074
H 4.72190 -0.93045 -2.47795 0.014
H 6.14510 -1.99735 -2.65635 0.097
H 6.14510 -0.34645 -3.38865 0.095
H 8.44220 -0.75245 -2.07685 0.125
H 0.84020 0.10345 -1.87205 -0.084
```

HOMO-LUMO gap (alpha / beta) in eV: 3.674 / 5.624
LUMO level (alpha / beta) in eV: -1.8 / -2.9
E_tot in eV: -114851.149
Spin multiplicity: 5


(7)
This record from the Open Molecules 2025 dataset describes 2 unconnected molecules or ions with the total composition C4H4F2 in a non-equilibrium geometry. The level of theory is ωB97M-V/def2-TZVPD.

Geometry as XYZ:
```
10
Properties=species:S:1:pos:R:3:lowdin_charge:R:1
C 2.13738 -0.50385 0.64561 0.111
C -1.46677 0.29413 -0.98243 0.006
C 2.25748 0.68316 0.55623 -0.209
C -1.57264 -0.52518 0.07822 -0.255
F 2.46727 1.95486 0.45569 0.114
F -2.17594 -0.12226 1.20341 -0.003
H 2.15181 -1.50022 0.72367 -0.010
H -0.96468 -1.48166 0.15401 0.119
H -1.06863 -0.15329 -1.90801 0.059
H -1.76529 1.35430 -0.92641 0.068
```

Structure (SMILES): C#CF.C=CF
Energy above the lowest of the compared OMol25 structures with the same formula, charge and spin in kcal per mole: 68.4
HOMO-LUMO gap in eV: 10.609
LUMO level in eV: 0.8
E_tot in eV: -9643.488


Which value of E_tot does entry 2 give?
-7361.227 eV


Which of these has the lowest E_tot?
C25H27AsBrFO2PtS


Among the records above, which one has the highest E_tot?
C5H8O